# 1
Formula: C4H11NO4PS
Source: the Open Molecules 2025 dataset
Level of theory: the ωB97M-V functional and the def2-TZVPD basis

Geometry (Å):
C1 1.175 2.106 1.708
C2 1.760 0.829 1.110
C3 1.264 0.568 -0.330
C4 -0.245 0.265 -0.259
N1 -0.399 -2.063 -1.498
O1 -3.423 -2.045 -1.586
O2 2.077 -0.421 -0.965
O3 -2.297 -1.778 0.574
O4 -3.658 0.064 -0.336
P1 -1.084 -0.495 -1.730
S1 -2.839 -1.109 -0.621
H1 1.458 2.969 1.108
H2 0.090 2.055 1.746
H3 1.536 2.259 2.724
H4 1.489 -0.024 1.737
H5 2.852 0.897 1.096
H6 1.539 -1.226 -1.010
H7 1.423 1.483 -0.919
H8 -0.778 1.205 -0.084
H9 -0.472 -0.412 0.575
H10 -0.540 -2.645 -2.318
H11 -0.930 -2.482 -0.723

- ΔE to the lowest compared entry with this formula, charge and spin (eV) = 0.000
- E_HOMO (eV) = -5.18
- energy (eV) = -34133.1423
- frontier orbital gap (eV) = 8.7
- structure (SMILES) = CC[C@@H](O)CP(N)S(=O)(=O)[O-]
- net charge = -1

***

# 2
Formula: C27H57BO12S8
Source: the Open Molecules 2025 dataset
Level of theory: the ωB97M-V functional and the def2-TZVPD basis

Geometry (Å):
C1 -0.639 -0.535 3.383
O1 -1.111 0.611 4.125
B1 -1.557 1.523 3.214
O2 -0.695 2.399 2.584
C2 -3.091 1.521 2.796
C3 -3.484 2.045 1.624
C4 -4.900 1.955 1.210
O3 -5.441 2.798 0.542
C5 -5.605 0.753 1.699
C6 -6.618 0.157 0.955
C7 -7.222 -1.002 1.438
C8 -6.828 -1.549 2.662
C9 -5.831 -0.935 3.419
C10 -5.216 0.211 2.925
C11 -4.123 0.896 3.656
O4 -4.094 0.977 4.855
H1 -0.867 -1.442 3.925
H2 -1.171 -0.616 2.434
H3 0.418 -0.448 3.189
H4 -0.573 2.093 1.667
H5 -2.783 2.534 0.969
H6 -6.911 0.577 0.009
H7 -7.999 -1.477 0.861
H8 -7.282 -2.453 3.035
H9 -5.521 -1.326 4.373
C12 2.804 0.848 0.026
S1 1.330 1.475 -0.779
O5 0.153 1.155 0.093
C13 1.294 0.282 -2.109
H10 2.989 1.438 0.922
H11 2.652 -0.195 0.304
H12 3.645 0.943 -0.662
H13 1.241 -0.725 -1.693
H14 2.186 0.397 -2.722
H15 0.421 0.481 -2.724
C14 5.338 -0.583 4.799
S2 4.122 -0.927 3.523
O6 3.280 0.292 3.385
C15 3.177 -2.128 4.459
H16 6.004 0.190 4.422
H17 4.831 -0.230 5.698
H18 5.906 -1.489 5.006
H19 2.819 -1.669 5.381
H20 3.809 -2.989 4.677
H21 2.334 -2.432 3.841
C16 -8.463 -0.778 -4.430
S3 -7.200 -0.978 -3.169
O7 -7.852 -0.704 -1.863
C17 -6.268 0.497 -3.594
H22 -9.183 -1.583 -4.306
H23 -8.957 0.185 -4.299
H24 -8.003 -0.845 -5.416
H25 -6.916 1.370 -3.519
H26 -5.870 0.395 -4.603
H27 -5.449 0.585 -2.883
C18 1.201 -4.755 0.412
S4 0.965 -2.998 0.670
O8 0.304 -2.836 1.994
C19 -0.311 -2.769 -0.568
H28 1.942 -5.103 1.128
H29 0.255 -5.274 0.572
H30 1.573 -4.930 -0.598
H31 -1.157 -3.418 -0.341
H32 0.098 -2.995 -1.554
H33 -0.618 -1.724 -0.527
C20 -0.038 2.984 -5.404
S5 0.537 1.504 -6.245
O9 0.868 0.514 -5.182
C21 2.090 2.206 -6.794
H34 -0.992 2.751 -4.935
H35 0.691 3.276 -4.648
H36 -0.173 3.782 -6.134
H37 2.656 2.560 -5.938
H38 1.890 3.030 -7.479
H39 2.643 1.425 -7.312
C22 0.386 4.209 7.498
S6 0.370 2.422 7.296
O10 1.342 1.871 8.284
C23 1.178 2.403 5.701
H40 -0.045 4.439 8.470
H41 1.414 4.571 7.452
H42 -0.217 4.663 6.711
H43 2.149 2.893 5.783
H44 0.553 2.907 4.965
H45 1.310 1.368 5.400
C24 5.673 -8.036 -0.048
S7 4.445 -7.535 -1.259
O11 4.100 -6.119 -0.965
C25 3.111 -8.542 -0.601
H46 6.585 -7.481 -0.255
H47 5.313 -7.801 0.953
H48 5.863 -9.105 -0.148
H49 2.931 -8.273 0.440
H50 3.377 -9.596 -0.685
H51 2.222 -8.341 -1.195
C26 5.966 5.728 -6.396
S8 4.452 5.772 -5.434
O12 3.916 4.383 -5.421
C27 3.485 6.686 -6.639
H52 6.697 5.152 -5.833
H53 5.775 5.247 -7.355
H54 6.332 6.744 -6.540
H55 3.467 6.140 -7.583
H56 3.920 7.676 -6.776
H57 2.475 6.783 -6.247

- ΔE to the lowest compared entry with this formula, charge and spin (eV) = 0.000
- E_HOMO (eV) = -7.96
- energy (eV) = -140847.2396
- frontier orbital gap (eV) = 7.9

***

# 3
Formula: C21H20N2O6S
Source: the Open Molecules 2025 dataset
Level of theory: the ωB97M-V functional and the def2-TZVPD basis

Geometry (Å):
C1 4.329 -0.130 3.878
H1 4.368 -1.195 3.632
O1 4.460 0.672 2.728
C2 3.535 0.557 1.741
C3 2.438 -0.299 1.772
C4 1.558 -0.333 0.705
C5 1.772 0.462 -0.412
C6 2.862 1.327 -0.443
C7 3.730 1.374 0.624
H2 4.579 2.039 0.620
H3 3.008 1.958 -1.304
N1 0.869 0.434 -1.493
C8 0.431 -0.694 -2.114
O2 -0.545 -0.675 -2.834
C9 1.219 -1.940 -1.873
C10 0.541 -3.135 -1.654
C11 1.287 -4.287 -1.456
N2 2.608 -4.309 -1.481
C12 3.248 -3.178 -1.721
C13 2.609 -1.964 -1.921
H4 3.173 -1.067 -2.120
H5 4.327 -3.248 -1.750
H6 0.808 -5.238 -1.269
H7 -0.537 -3.150 -1.641
S1 0.042 1.899 -1.935
O3 0.243 2.124 -3.328
O4 0.534 2.879 -1.013
C14 -1.647 1.534 -1.527
C15 -2.614 1.346 -2.488
C16 -3.897 1.062 -2.066
C17 -4.228 0.960 -0.713
C18 -3.218 1.154 0.258
C19 -1.931 1.442 -0.178
H8 -1.124 1.617 0.513
O5 -3.544 1.047 1.582
C20 -2.546 1.301 2.543
H9 -3.043 1.195 3.506
H10 -2.144 2.314 2.449
H11 -1.728 0.577 2.477
O6 -5.532 0.673 -0.490
C21 -6.074 0.594 0.812
H12 -5.619 -0.211 1.392
H13 -5.964 1.537 1.352
H14 -7.132 0.382 0.662
H15 -4.693 0.905 -2.776
H16 -2.350 1.409 -3.529
H17 0.703 -0.993 0.736
H18 2.252 -0.938 2.621
H19 5.177 0.125 4.511
H20 3.400 0.087 4.416

- ΔE to the lowest compared entry with this formula, charge and spin (eV) = 3.695
- E_HOMO (eV) = -8.43
- energy (eV) = -48200.1961
- frontier orbital gap (eV) = 8.7
- structure (SMILES) = COc1ccc(N(C(=O)c2ccncc2)S(=O)(=O)c2ccc(OC)c(OC)c2)cc1

***

# 4
Formula: C4H12
Source: the Open Molecules 2025 dataset
Level of theory: the ωB97M-V functional and the def2-TZVPD basis

Geometry (Å):
C1 1.999 1.473 -1.196
C2 1.171 0.295 -1.641
H1 2.295 1.526 -0.146
H2 2.923 1.662 -1.762
H3 1.489 2.422 -1.399
H4 1.226 -0.618 -1.047
H5 1.479 -0.042 -2.636
H6 0.100 0.523 -1.636
C3 -1.199 -0.421 0.983
C4 -1.933 -1.423 1.868
H7 -1.366 -0.638 -0.065
H8 -1.524 0.609 1.132
H9 -0.139 -0.348 1.192
H10 -2.921 -1.037 2.158
H11 -1.426 -1.612 2.813
H12 -2.174 -2.371 1.383

- ΔE to the lowest compared entry with this formula, charge and spin (eV) = 0.339
- E_HOMO (eV) = -11.57
- energy (eV) = -4342.1894
- frontier orbital gap (eV) = 12.7
- structure (SMILES) = CC.CC

***

# 5
Formula: C8H6N2S
Source: the Open Molecules 2025 dataset
Level of theory: the ωB97M-V functional and the def2-TZVPD basis

Geometry (Å):
C1 -2.206 -1.570 -0.227
C2 1.275 -0.316 -1.025
C3 -3.202 -0.686 0.239
C4 1.967 -0.585 1.042
C5 -0.935 -0.982 -0.377
C6 0.470 -1.271 -0.454
C7 -0.925 0.408 -0.238
C8 1.513 1.635 0.030
N1 1.186 -1.547 0.838
N2 1.948 0.379 -0.081
S1 -2.518 0.916 0.309
H1 -2.305 -2.586 -0.301
H2 1.088 0.153 -2.003
H3 -4.164 -0.934 0.640
H4 2.814 -0.706 1.694
H5 0.983 1.976 -0.794
H6 2.013 2.452 0.678

- ΔE to the lowest compared entry with this formula, charge and spin (eV) = 7.729
- E_HOMO (alpha / beta) (eV) = -8.21 / -8.15
- energy (eV) = -22200.8788
- frontier orbital gap (alpha / beta) (eV) = 7.1 / 7.0

***

# 6
Formula: C32H36N3O4SeV
Source: the Open Molecules 2025 dataset
Level of theory: the ωB97M-V functional and the def2-TZVPD basis

Geometry (Å):
V1 -1.088 0.545 0.845
C1 -3.785 -1.725 -1.023
C2 -4.793 -0.724 -0.460
C3 -5.569 -0.098 -1.618
C4 -4.081 0.295 0.411
C5 -3.258 -0.133 1.470
C6 -2.688 0.791 2.362
C7 -2.856 2.167 2.153
C8 -2.350 3.161 3.151
C9 -3.627 2.579 1.067
C10 -4.239 1.663 0.227
H1 -4.259 -2.368 -1.763
H2 -3.375 -2.364 -0.246
H3 -2.968 -1.186 -1.498
H4 -5.511 -1.274 0.169
H5 -4.895 0.455 -2.266
H6 -6.348 0.570 -1.265
H7 -6.039 -0.880 -2.211
H8 -3.224 -1.193 1.724
H9 -2.221 0.443 3.283
H10 -3.010 3.172 4.021
H11 -2.309 4.164 2.729
H12 -1.356 2.865 3.496
H13 -3.794 3.638 0.911
H14 -4.864 2.045 -0.566
C11 3.971 -3.050 -2.142
C12 4.392 -2.311 -0.907
C13 5.616 -2.567 -0.313
C14 6.018 -1.880 0.820
C15 5.190 -0.910 1.359
C16 3.957 -0.645 0.792
C17 3.543 -1.356 -0.331
N1 2.278 -1.178 -0.916
C18 1.352 -0.200 -0.520
N2 1.808 1.055 -0.743
C19 1.329 2.359 -0.532
C20 -0.050 2.687 -0.422
C21 -0.387 4.037 -0.236
C22 0.568 5.027 -0.192
C23 1.900 4.699 -0.357
C24 2.287 3.383 -0.540
C25 3.747 3.094 -0.764
N3 0.157 -0.539 -0.130
C26 -0.259 -1.878 -0.160
C27 -0.313 -2.617 1.027
C28 -0.750 -3.926 1.015
C29 -1.152 -4.519 -0.174
C30 -1.091 -3.795 -1.354
C31 -0.629 -2.485 -1.375
C32 -0.527 -1.723 -2.668
H15 4.805 -3.617 -2.547
H16 3.619 -2.348 -2.897
H17 3.159 -3.745 -1.922
H18 6.258 -3.326 -0.741
H19 6.968 -2.107 1.285
H20 5.484 -0.373 2.249
H21 3.296 0.071 1.263
H22 1.832 -2.060 -1.137
H23 2.817 1.058 -0.811
H24 -1.437 4.283 -0.147
H25 0.286 6.060 -0.043
H26 2.656 5.471 -0.329
H27 4.291 4.034 -0.829
H28 3.896 2.559 -1.703
H29 4.160 2.513 0.059
H30 0.044 -2.141 1.935
H31 -0.771 -4.486 1.939
H32 -1.501 -5.543 -0.185
H33 -1.415 -4.256 -2.278
H34 -1.328 -2.007 -3.347
H35 0.421 -1.933 -3.168
H36 -0.575 -0.648 -2.481
O1 0.037 1.528 3.814
Se1 0.593 0.868 2.435
O2 1.951 1.650 2.013
O3 -1.003 1.799 -0.553
O4 1.005 -0.675 2.788

- ΔE to the lowest compared entry with this formula, charge and spin (eV) = 3.189
- E_HOMO (alpha / beta) (eV) = -4.40 / -3.01
- energy (eV) = -137462.4014
- frontier orbital gap (alpha / beta) (eV) = 6.9 / 5.5
- 2S+1 = 2
- net charge = -1
- expectation value of S² = 0.956